72
Properties=species:S:1:pos:R:3:forces:R:3 method="wB97M-V/def2-TZVPD" charge=0 e_homo_ev=-8.1 total_energy_ev=-46649.5666 smiles="CCCCCCCCCCCCCCCNS(=O)(=O)F.c1cc[nH]c1.c1cc[nH]c1" lumo_energy_ev=0.35
S -3.5197 -2.4685 -0.8462 -1.6 -0.5 0.4
F -2.9020 -2.6323 -2.2567 0.9 0.2 -0.2
O -4.8240 -1.9890 -1.0644 -0.6 1.2 -0.3
O -3.4550 -3.7311 -0.2107 1.3 -0.5 0.2
N -6.5397 -7.3854 2.2647 0.0 0.0 0.0
N -2.5511 -1.3157 -0.1973 0.2 -0.9 -0.1
N -1.6031 0.4675 -3.8743 0.0 0.0 0.0
C -2.8593 2.5789 1.1518 -0.3 -0.1 -1.2
C 6.2881 0.9912 -0.4564 -0.9 0.0 -0.4
C 4.8756 1.3080 -1.0136 0.7 1.0 0.9
C 0.7467 3.7508 0.8139 -0.2 -0.8 0.9
C -6.1263 -6.8393 1.0784 0.0 0.0 0.0
C 2.1579 3.2142 0.9748 0.1 0.4 -0.9
C -4.1030 0.3522 0.8470 0.1 0.3 -0.5
C -2.1732 1.6714 -3.5645 0.0 0.0 0.1
C -3.0939 -0.7566 1.0660 -0.4 0.5 0.5
C -3.4926 1.5778 0.1661 -0.4 0.2 0.5
C -0.1156 2.0181 -4.4017 0.0 0.0 0.0
C -1.7052 3.3436 0.5088 0.7 -0.3 1.2
C -1.2729 2.6552 -3.8780 0.0 0.0 0.0
C 8.0337 -1.9234 1.3578 0.3 0.5 0.0
C -0.3517 0.6689 -4.3882 0.0 0.0 0.0
C -0.3285 2.6694 0.7041 -0.3 0.5 -0.8
C -6.2542 -6.5264 3.2898 0.0 0.0 0.0
C 2.6726 2.4050 -0.2150 1.4 0.1 0.3
C -5.5755 -5.6151 1.3468 0.0 0.0 0.0
C -5.6570 -5.4171 2.7520 0.0 0.0 0.0
C 7.7615 -0.4898 0.8969 -0.3 -0.5 -0.3
C 4.2271 2.4271 -0.1854 -1.2 -0.2 -0.4
C 6.3400 -0.2921 0.3602 0.8 0.7 0.0
H -4.9502 0.0278 0.2517 0.0 -0.4 0.0
H -2.7945 1.2931 -0.6188 0.1 -0.2 0.0
H -6.2599 -7.3671 0.1498 0.0 0.0 0.0
H -2.2410 -0.3285 1.5878 0.2 0.0 0.0
H -1.4268 3.7136 -3.7482 0.0 0.0 0.0
H 0.2605 -0.1609 -4.6975 0.0 0.0 0.0
H 4.2239 0.4383 -0.9853 0.1 -0.2 -0.3
H -2.5770 2.0627 2.0692 0.3 0.1 0.1
H -4.5054 0.6260 1.8209 0.0 0.1 0.2
H -5.1602 -4.9378 0.6206 0.0 -0.1 0.1
H -0.3436 2.0234 1.5810 0.1 0.0 0.2
H 6.9791 0.9663 -1.2966 0.3 -0.3 0.0
H -1.6304 4.3010 1.0239 -0.1 0.3 -0.1
H 5.0081 1.6926 -2.0200 -0.4 -0.3 -0.3
H 7.1756 -2.3374 1.8794 -0.1 -0.2 0.0
H 6.0564 -1.1345 -0.2677 -0.2 -0.2 0.1
H 5.6547 -0.1828 1.2016 -0.3 -0.3 0.0
H -3.6282 3.3076 1.3995 -0.2 -0.1 0.3
H -3.5197 -1.5054 1.7358 0.1 -0.3 -0.2
H 8.2853 -2.5213 0.4861 -0.2 -0.3 0.0
H -0.1054 2.0597 -0.1725 0.0 -0.3 0.0
H 2.8183 4.0800 1.0615 0.1 0.1 0.1
H -6.4996 -6.7769 4.3077 0.0 0.0 0.0
H -6.9844 -8.2788 2.3664 0.0 0.0 0.0
H 8.4315 -0.2792 0.0631 0.2 0.2 0.1
H 4.5181 3.3980 -0.5853 0.4 0.1 0.2
H 7.9498 0.2468 1.6752 0.1 0.0 0.1
H -1.6854 -1.8080 0.0226 0.1 0.2 -0.2
H -4.3126 2.0996 -0.3238 0.0 0.1 -0.3
H 0.5111 4.3271 1.7104 0.0 0.3 0.0
H 2.3980 1.3543 -0.1550 -0.5 0.0 -0.1
H 8.9002 -1.9669 2.0122 0.1 0.0 0.2
H -5.3152 -4.5577 3.3049 0.0 0.0 0.0
H 4.5098 2.3781 0.8655 0.3 -0.1 0.1
H 6.5897 1.8264 0.1731 0.2 0.1 0.1
H 2.3800 2.8325 -1.1733 -0.5 -0.1 0.0
H -3.1653 1.7238 -3.1490 0.0 0.0 0.0
H 0.7854 2.4955 -4.7488 0.0 0.0 0.0
H -1.8572 3.5334 -0.5511 -0.3 0.0 -0.1
H 2.3029 2.6324 1.8851 -0.2 0.0 0.1
H 0.6615 4.4142 -0.0459 0.2 0.1 -0.1
H -2.0376 -0.4284 -3.7431 0.0 0.0 0.0

***

19
Properties=species:S:1:pos:R:3:forces:R:3 method="wB97M-V/def2-TZVPD" charge=+1 e_homo_ev="-12.7 / -12.7" total_energy_ev=-79392.5967 lumo_energy_ev="-5.06 / -5.07"
Br -1.2822 4.2782 -0.4068 -0.5 -0.3 0.2
N -0.7001 -0.7816 0.0369 0.9 -0.8 -0.4
N -0.9452 1.5187 0.1758 -3.4 2.2 -0.3
C -1.8306 -0.9387 -0.9254 0.8 0.4 1.8
C -0.4491 2.7301 0.0475 3.9 -2.1 -0.3
C 2.0783 2.4261 -0.2341 -3.4 -0.4 -3.0
C -0.1971 0.3482 0.3876 1.3 0.6 0.8
C 0.0342 -1.9920 0.5270 -0.7 3.4 0.8
C 0.7556 -1.8324 1.6210 -0.3 -2.3 -0.3
H -1.8245 -1.9258 -1.3857 0.5 0.5 -0.7
H 1.2252 -2.7149 2.0514 0.1 0.3 -0.1
H 1.8063 3.1806 -1.0561 1.2 -1.5 1.4
H 0.7365 -0.9257 2.1553 0.3 0.9 0.4
H -2.6565 -1.0003 -0.2526 -1.3 0.4 0.0
H -0.2557 -2.8224 -0.0087 0.0 -1.9 -1.0
H -1.7519 0.0109 -1.4697 -0.8 -1.0 -0.7
H 2.2955 1.3440 -0.3490 -0.5 0.9 -0.7
H -2.0092 1.5699 0.2991 1.4 -0.8 -0.4
H 2.3438 2.6969 0.7087 0.6 1.6 2.5

***

29
Properties=species:S:1:pos:R:3:forces:R:3 method="wB97M-V/def2-TZVPD" spin_multiplicity=9 charge=-1 e_homo_ev="-2.2 / -3.9" total_energy_ev=-42707.4892 lumo_energy_ev="2.56 / 2.18"
Pm 0.5801 0.2141 -2.7540 0.0 0.8 -0.2
Rh -0.1107 0.0251 0.0033 1.1 -1.8 3.3
Cl 1.3090 -1.6195 -1.2329 0.6 -1.7 0.0
C 1.2086 -0.5010 1.6634 -0.7 2.6 -1.6
C 1.6141 -1.7736 1.8964 0.8 -1.9 0.8
C 2.2876 0.2914 3.6511 -0.5 0.6 -0.4
C 1.5032 0.5693 2.5048 1.0 -1.3 1.2
C 2.7327 -1.0100 3.9034 -0.1 -0.2 -0.3
C -1.5605 -0.9140 1.0779 -1.2 -1.2 0.7
C 2.6001 1.3554 -3.0710 -0.1 0.1 -0.8
C -0.9150 1.2915 -1.1225 -0.5 2.3 -2.3
C 2.4006 -2.0580 3.0279 -0.2 0.3 0.0
C -0.5928 -1.1336 -4.2536 0.1 0.2 -0.8
H -0.3535 2.2380 -1.3218 -0.8 0.0 -0.2
H 1.3290 -2.5961 1.2074 0.3 0.6 0.5
H -1.4904 -2.0038 0.8779 -0.3 0.5 0.3
H 0.0176 -2.0734 -4.1278 -1.0 0.8 -0.6
H 2.7499 -3.0846 3.2237 -0.2 0.6 0.0
H -2.5102 -0.4864 0.7148 0.1 -0.4 0.3
H 2.3846 1.6648 -4.1510 1.0 -0.1 1.3
H 2.5421 1.1113 4.3367 0.0 -0.4 -0.2
H 3.2893 0.4796 -2.8928 -0.3 1.4 -0.3
H 3.3402 -1.2182 4.7821 -0.1 0.1 -0.1
H -1.6132 -1.0831 -3.7889 0.8 -0.5 -0.9
H -0.4028 -0.4889 -5.1765 -0.6 -1.3 0.7
H -1.3990 -0.7158 2.1595 -0.3 -0.1 -0.6
H 1.1216 1.5572 2.2624 0.2 0.0 0.3
H 2.4836 2.1343 -2.2731 0.7 -0.5 -0.9
H -1.7747 1.0912 -1.8266 0.4 0.4 0.8

***

19
Properties=species:S:1:pos:R:3:forces:R:3 method="wB97M-V/def2-TZVPD" charge=+1 e_homo_ev="-12.4 / -12.4" total_energy_ev=-10946.4126 lumo_energy_ev="-5.31 / -5.31"
O 2.9279 0.2525 -1.4709 -1.0 -0.8 3.3
N 0.8640 -1.5826 1.5392 -1.2 5.5 -0.2
C -0.4751 -1.1072 -1.4341 0.5 0.1 0.2
C -1.5395 0.6295 0.0809 1.2 1.6 1.7
C 0.6802 -0.6085 0.5561 -1.6 -2.0 1.8
C -0.2711 0.4211 0.9779 -2.2 0.8 3.3
C -1.6664 -0.3624 -0.9439 0.8 -3.7 -2.1
C 0.8025 -0.8501 -0.8960 1.4 0.6 2.3
C 1.9500 -0.5873 -1.6553 -2.9 -0.9 -3.0
H 2.7805 0.4167 -0.4741 1.3 0.6 -1.7
H 1.3833 -2.3207 1.2902 2.5 -3.5 -0.9
H 1.7177 -0.9038 -2.6919 1.0 0.2 0.3
H -2.4301 0.9323 0.6120 -0.3 -0.7 0.6
H -1.6328 0.0759 -1.9433 -0.9 0.6 -0.7
H 0.1693 1.4174 0.9767 0.5 -0.1 0.3
H -2.5103 -1.0598 -0.9548 -0.1 0.4 0.0
H -1.3249 1.5391 -0.4016 0.3 1.3 -0.9
H 0.8860 -1.3076 2.5589 -0.5 -0.4 -1.8
H -0.6876 0.2110 2.0819 1.3 0.4 -2.3

***

12
Properties=species:S:1:pos:R:3:forces:R:3 method="wB97M-V/def2-TZVPD" charge=0 e_homo_ev=-8.7 total_energy_ev=-9808.7908 smiles="C1=NOC2(CC2)O1" lumo_energy_ev=0.97
O 0.6079 1.1401 -0.3204 -0.8 -1.7 0.4
O 0.9715 -1.1135 -0.0008 -3.4 -1.5 0.7
N 1.9028 0.8487 -0.0615 2.7 -1.0 -0.3
C -1.3566 0.2413 0.7603 2.5 4.4 -3.0
C -1.2768 -0.2731 -0.7195 -3.3 -1.7 -0.8
C 2.0854 -0.4475 0.0368 1.1 5.6 1.2
C -0.1405 -0.0902 0.0155 5.7 1.2 -0.6
H 3.1010 -0.6382 0.4659 -1.2 -1.1 -0.7
H -1.5402 -1.2999 -1.0327 -0.1 0.6 0.7
H -1.5352 0.4613 -1.4159 -0.2 0.8 -1.2
H -1.6415 -0.3339 1.5249 -1.6 -1.7 2.9
H -1.1781 1.5049 0.7474 -1.4 -3.9 0.7